[1]
Below is a molecular structure, C17H16IrN3S at a distorted geometry, with properties calculated with wB97M-V/def2-TZVPD.

Geometry (Å):
C1 0.062 -1.436 1.932
C2 -0.648 -2.146 1.065
H1 -0.385 -0.774 2.722
H2 1.190 -1.442 1.960
H3 -0.179 -2.830 0.306
H4 -1.770 -2.180 1.037
Ir1 -0.219 0.160 -0.249
C3 1.804 0.704 -0.538
C4 1.761 -0.713 -0.770
C5 0.185 0.258 -2.194
C6 0.823 1.343 -1.420
H5 2.399 -1.431 -0.273
H6 0.525 -1.950 -2.159
H7 -0.590 0.405 -2.940
C7 0.780 -0.984 -1.759
H8 0.612 2.413 -1.493
H9 2.451 1.240 0.158
N1 -3.025 1.849 2.249
C8 -3.854 0.905 1.638
C9 -5.216 0.712 1.743
C10 -5.792 -0.229 0.873
C11 -5.009 -0.929 -0.064
C12 -3.620 -0.734 -0.135
C13 -3.059 0.202 0.732
N2 -1.752 0.713 0.830
C14 -1.764 1.722 1.743
C15 -0.676 2.635 1.994
C16 -0.634 3.651 2.962
S1 0.856 4.557 2.846
C17 1.329 3.498 1.495
N3 0.450 2.576 1.191
H10 -3.294 2.536 2.926
H11 -5.782 1.277 2.478
H12 -6.864 -0.424 0.911
H13 -5.495 -1.636 -0.744
H14 -2.966 -1.268 -0.826
H15 -1.428 3.842 3.692
H16 2.281 3.631 0.984

- Energy: -36011.5288 eV
- Maximum force: 9.00 eV Å⁻¹
- LUMO energy (alpha / beta): -6.8341 / -9.6944 eV
- Total charge: +2
- Expectation value of S²: 6.012
- Spin multiplicity: 5
- HOMO energy (alpha / beta): -13.60 / -15.05 eV
- Orbital gap (alpha / beta): 6.7662 / 5.3526 eV

[2]
Below is 2 unconnected molecules or ions with the total composition C3H11N3O, with properties calculated with wB97M-V/def2-TZVPD.

Geometry (Å):
N1 0.206 -2.128 -0.759
C1 0.428 -1.068 -1.682
C2 0.783 0.167 -1.360
N2 0.959 1.175 -2.357
H1 1.059 -2.568 -0.448
H2 -0.377 -2.851 -1.142
H3 0.277 -1.327 -2.728
H4 0.929 0.460 -0.325
H5 1.773 1.736 -2.164
H6 0.159 1.795 -2.370
N3 -0.631 -0.587 1.967
C3 -1.128 0.736 2.072
O1 -0.179 1.704 1.575
H7 -0.511 -0.918 1.007
H8 0.246 -0.688 2.460
H9 -2.058 0.822 1.505
H10 -1.350 0.971 3.116
H11 -0.585 2.569 1.634

- Energy: -9806.2127 eV
- Maximum force: 0.63 eV Å⁻¹
- LUMO energy: 0.9449 eV
- Energy relative to the best compared isomer or geometry (same formula, charge and spin): 41.2 kcal per mole
- Total charge: 0
- SMILES: N/C=C/N.NCO
- HOMO energy: -8.60 eV
- Orbital gap: 9.5444 eV

[3]
Below is a molecular structure, C16H16Br2IIrN2O3 at a distorted geometry, with properties calculated with wB97M-V/def2-TZVPD.

Geometry (Å):
Ir1 -0.316 0.732 0.827
C1 -3.293 -1.433 3.476
C2 -2.259 -1.306 2.404
O1 -1.845 -0.164 2.082
N1 -1.801 -2.426 1.863
C3 -0.702 -2.451 0.914
C4 0.578 -2.099 1.633
C5 1.249 -3.044 2.391
C6 2.377 -2.673 3.106
C7 2.825 -1.363 3.020
C8 2.111 -0.468 2.251
N2 1.001 -0.828 1.592
H1 -3.815 -0.488 3.601
H2 -2.804 -1.680 4.420
H3 -4.011 -2.220 3.251
H4 -2.149 -3.305 2.212
H5 -0.886 -1.734 0.116
H6 -0.641 -3.441 0.468
H7 0.881 -4.061 2.424
H8 2.899 -3.398 3.717
H9 3.712 -1.031 3.540
H10 2.426 0.562 2.161
Br1 2.013 2.615 0.409
C9 0.668 3.849 1.017
Br2 -0.386 2.943 2.378
H11 0.010 4.067 0.184
H12 1.137 4.730 1.439
I1 1.092 2.183 -7.781
C10 0.495 1.774 -5.812
C11 0.065 2.818 -4.997
C12 -0.285 2.553 -3.689
C13 -0.208 1.248 -3.197
C14 0.188 0.202 -4.033
C15 0.538 0.463 -5.343
C16 -0.415 1.009 -1.769
O2 -0.557 1.985 -0.955
O3 -0.366 -0.155 -1.258
H13 0.022 3.828 -5.379
H14 -0.623 3.354 -3.044
H15 0.217 -0.809 -3.649
H16 0.858 -0.337 -5.994

- Energy: -176982.4680 eV
- Maximum force: 2.50 eV Å⁻¹
- LUMO energy (alpha / beta): -8.7088 / -8.7075 eV
- Energy relative to the best compared isomer or geometry (same formula, charge and spin): 46.5 kcal per mole
- Total charge: +2
- HOMO energy (alpha / beta): -13.25 / -13.25 eV
- Orbital gap (alpha / beta): 4.5362 / 4.5376 eV

[4]
Below is a gas-phase ion, C4H7FN3 (charge +1) at a distorted geometry, with properties calculated with wB97M-V/def2-TZVPD.

Geometry (Å):
C1 1.535 0.532 -1.473
C2 1.432 -1.518 -0.222
C3 -0.378 -0.258 0.857
C4 -0.967 0.070 -0.471
N1 1.810 -0.487 -0.870
N2 0.584 -1.344 0.843
N3 -1.514 1.216 -0.830
F1 -1.070 -0.925 -1.326
H1 2.159 1.405 -1.537
H2 1.839 -2.490 -0.441
H3 0.071 0.650 1.291
H4 -1.193 -0.560 1.531
H5 0.374 -2.161 1.393
H6 -1.877 1.323 -1.769
H7 -1.516 2.024 -0.226

- Energy: -11439.2613 eV
- Maximum force: 2.21 eV Å⁻¹
- LUMO energy (alpha / beta): -4.6357 / -4.6354 eV
- Energy relative to the best compared isomer or geometry (same formula, charge and spin): 66.4 kcal per mole
- Total charge: +1
- HOMO energy (alpha / beta): -11.34 / -11.34 eV
- Orbital gap (alpha / beta): 6.7008 / 6.7015 eV

[5]
Below is a molecular structure, C5H10N2O at a distorted geometry, with properties calculated with wB97M-V/def2-TZVPD.

Geometry (Å):
C1 0.596 0.546 -0.347
C2 -1.876 -0.149 1.350
C3 0.557 1.134 -1.732
N1 -0.046 -0.792 -0.247
C4 -1.376 -0.968 0.195
C5 1.781 -0.510 0.234
N2 2.354 -0.347 1.374
O1 -2.077 -1.767 -0.399
H1 0.126 -1.433 -1.018
H2 0.293 1.201 0.467
H3 1.766 0.140 2.051
H4 2.277 -1.101 -0.542
H5 -1.732 0.919 1.178
H6 -2.950 -0.307 1.456
H7 -1.360 -0.453 2.264
H8 0.909 0.436 -2.500
H9 -0.458 1.445 -2.013
H10 1.217 2.006 -1.772

- Energy: -10372.5911 eV
- Maximum force: 5.75 eV Å⁻¹
- LUMO energy: 0.7680 eV
- Energy relative to the best compared isomer or geometry (same formula, charge and spin): 62.6 kcal per mole
- Total charge: 0
- HOMO energy: -8.24 eV
- Orbital gap: 9.0122 eV

[6]
Below is a molecular structure, C27H39ClN2O3P2ReS, with properties calculated with wB97M-V/def2-TZVPD.

Geometry (Å):
Re1 -0.136 0.159 0.633
N1 -1.731 1.005 -0.884
C1 -3.005 0.338 -1.287
C2 -3.817 -0.159 -0.102
C3 -3.070 -1.131 0.799
N2 -2.023 -0.430 1.585
H1 -2.009 1.864 -0.410
H2 -1.268 1.318 -1.735
H3 -2.773 -0.504 -1.938
H4 -3.593 1.050 -1.869
H5 -4.695 -0.665 -0.504
H6 -4.199 0.681 0.487
H7 -2.580 -1.912 0.214
H8 -3.765 -1.615 1.486
H9 -1.748 -1.019 2.366
H10 -2.461 0.383 2.014
Cl1 2.061 0.660 -0.449
C4 2.941 -0.868 -0.238
C5 4.306 -0.809 -0.073
C6 4.978 -2.006 0.150
C7 4.281 -3.203 0.208
C8 2.905 -3.227 0.022
C9 2.208 -2.046 -0.214
P1 0.428 -1.961 -0.582
C10 0.479 -1.980 -2.396
C11 -0.327 -1.129 -3.145
C12 -0.292 -1.152 -4.530
C13 0.559 -2.032 -5.180
C14 1.376 -2.879 -4.443
C15 1.344 -2.852 -3.060
C16 -0.300 -3.526 -0.049
C17 -0.345 -3.820 1.315
C18 -0.914 -5.004 1.752
C19 -1.456 -5.894 0.832
C20 -1.419 -5.601 -0.522
C21 -0.839 -4.422 -0.968
H11 4.834 0.134 -0.101
H12 6.049 -1.994 0.293
H13 4.810 -4.127 0.397
H14 2.366 -4.166 0.064
H15 -0.981 -0.436 -2.640
H16 -0.925 -0.485 -5.100
H17 0.592 -2.054 -6.260
H18 2.046 -3.562 -4.948
H19 1.993 -3.516 -2.502
H20 0.081 -3.135 2.039
H21 -0.933 -5.235 2.808
H22 -1.901 -6.818 1.174
H23 -1.838 -6.294 -1.240
H24 -0.813 -4.207 -2.028
C22 1.241 5.005 -1.191
C23 0.385 3.823 -0.797
O1 0.580 3.573 0.613
P2 -0.269 2.475 1.405
O2 0.266 2.646 2.863
C24 1.270 3.549 3.420
C25 2.661 3.033 3.152
O3 -1.802 2.929 1.316
C26 -2.451 4.229 1.522
C27 -1.822 5.088 2.591
H25 1.261 5.104 -2.275
H26 2.263 4.860 -0.842
H27 0.854 5.930 -0.768
H28 0.674 2.927 -1.353
H29 -0.676 4.025 -0.977
H30 1.041 3.558 4.483
H31 1.111 4.544 3.013
H32 2.767 2.013 3.522
H33 3.380 3.660 3.677
H34 2.897 3.059 2.088
H35 -3.474 3.963 1.778
H36 -2.453 4.735 0.555
H37 -1.874 4.618 3.572
H38 -2.369 6.029 2.638
H39 -0.789 5.328 2.349
S1 0.849 -0.420 2.402

- Energy: -81810.0628 eV
- Maximum force: 0.34 eV Å⁻¹
- LUMO energy (alpha / beta): -6.8428 / -6.5924 eV
- Energy relative to the best compared isomer or geometry (same formula, charge and spin): 14.9 kcal per mole
- Total charge: +2
- Expectation value of S²: 0.760
- Spin multiplicity: 2
- HOMO energy (alpha / beta): -13.34 / -14.16 eV
- Orbital gap (alpha / beta): 6.4976 / 7.5670 eV

[7]
Below is a molecular structure, C37H37N5O2OsP2Te at a distorted geometry, with properties calculated with wB97M-V/def2-TZVPD.

Geometry (Å):
Os1 -0.482 -0.786 -1.435
Te1 2.733 1.429 2.249
C1 4.400 0.091 2.391
C2 4.201 -1.278 2.436
C3 5.314 -2.092 2.617
N1 6.541 -1.612 2.749
C4 6.722 -0.300 2.731
C5 5.677 0.600 2.550
C6 1.510 0.177 1.063
P1 1.569 0.085 -0.739
C7 3.234 -0.566 -1.044
C8 4.349 0.264 -1.062
C9 5.609 -0.288 -1.238
C10 5.760 -1.660 -1.379
C11 4.649 -2.491 -1.354
C12 3.387 -1.943 -1.202
C13 1.559 1.707 -1.601
C14 1.005 1.666 -2.891
C15 1.011 2.790 -3.700
C16 1.570 3.970 -3.233
C17 2.112 4.024 -1.957
C18 2.102 2.902 -1.140
P2 -0.019 -0.071 1.782
C19 -0.898 -1.494 1.068
C20 -2.272 -1.649 1.253
C21 -2.903 -2.798 0.795
C22 -2.173 -3.808 0.183
C23 -0.794 -3.697 0.054
C24 -0.147 -2.542 0.489
C25 0.003 -0.349 3.541
C26 0.620 -1.533 3.951
C27 0.614 -1.882 5.289
C28 -0.031 -1.063 6.208
C29 -0.658 0.104 5.797
C30 -0.637 0.475 4.462
H1 3.214 -1.708 2.327
H2 5.206 -3.170 2.667
H3 7.740 0.050 2.863
H4 5.875 1.665 2.532
H5 4.245 1.334 -0.948
H6 6.476 0.357 -1.272
H7 6.746 -2.083 -1.518
H8 4.771 -3.560 -1.463
H9 2.509 -2.581 -1.218
H10 0.594 0.737 -3.275
H11 0.588 2.740 -4.694
H12 1.590 4.846 -3.867
H13 2.558 4.940 -1.594
H14 2.522 2.965 -0.146
H15 -2.835 -0.880 1.767
H16 -3.971 -2.911 0.922
H17 -2.674 -4.697 -0.177
H18 -0.219 -4.514 -0.361
H19 0.936 -2.495 0.530
H20 1.089 -2.179 3.217
H21 1.094 -2.795 5.613
H22 -0.048 -1.341 7.253
H23 -1.176 0.723 6.518
H24 -1.112 1.391 4.139
C31 -6.276 0.470 -4.312
C32 -6.364 0.711 -2.804
C33 -6.042 2.158 -2.422
C34 -5.580 -0.318 -1.987
N2 -4.157 -0.460 -2.310
C35 -3.289 0.305 -2.983
N3 -2.124 -0.305 -3.001
N4 -2.309 -1.449 -2.296
N5 -3.521 -1.543 -1.878
H25 -6.970 1.136 -4.822
H26 -6.550 -0.556 -4.561
H27 -5.282 0.664 -4.717
H28 -7.401 0.530 -2.513
H29 -5.032 2.458 -2.706
H30 -6.157 2.312 -1.348
H31 -6.734 2.826 -2.931
H32 -6.011 -1.309 -2.126
H33 -5.647 -0.076 -0.924
H34 -3.506 1.251 -3.442
C36 -1.844 3.211 0.660
C37 -1.561 1.756 0.558
O1 -1.038 1.240 1.683
O2 -1.789 1.062 -0.419
H35 -2.747 3.359 1.258
H36 -1.999 3.632 -0.329
H37 -1.027 3.716 1.171

- Energy: -78835.5099 eV
- Maximum force: 2.41 eV Å⁻¹
- LUMO energy (alpha / beta): -5.5083 / -7.4404 eV
- Energy relative to the best compared isomer or geometry (same formula, charge and spin): 17.3 kcal per mole
- Total charge: +2
- Expectation value of S²: 6.014
- Spin multiplicity: 5
- HOMO energy (alpha / beta): -12.44 / -12.44 eV
- Orbital gap (alpha / beta): 6.9321 / 4.9969 eV

[8]
Below is a molecular structure, C16H24F12MnO12P2 at a distorted geometry, with properties calculated with wB97M-V/def2-TZVPD.

Geometry (Å):
Mn1 -19.419 10.317 12.653
P1 -16.260 6.972 11.794
F1 -16.902 6.858 13.263
F2 -16.064 8.525 12.121
F3 -14.731 6.585 12.300
F4 -15.702 7.267 10.276
F5 -16.453 5.372 11.479
F6 -17.799 7.407 11.303
P2 -17.644 14.072 10.400
F7 -17.490 13.264 11.848
F8 -16.078 13.766 10.040
F9 -17.935 12.621 9.719
F10 -17.744 14.845 8.917
F11 -19.232 14.400 10.789
F12 -17.142 15.419 11.151
C1 -27.330 14.184 12.827
C2 -26.251 14.599 13.858
C3 -26.351 13.797 15.170
O1 -25.022 13.292 15.360
C4 -24.348 13.462 14.245
O2 -23.212 12.977 14.039
O3 -25.025 14.161 13.343
H1 -27.350 13.119 12.597
H2 -27.163 14.681 11.872
H3 -28.330 14.490 13.135
H4 -26.221 15.642 14.173
H5 -27.095 13.002 15.113
H6 -26.580 14.450 16.012
C5 -22.070 9.423 21.941
C6 -21.577 10.405 20.881
C7 -20.210 10.988 21.343
O4 -19.428 11.023 20.161
C8 -20.044 10.297 19.235
O5 -19.554 10.167 18.114
O6 -21.143 9.710 19.715
H7 -22.192 9.994 22.861
H8 -21.322 8.654 22.130
H9 -22.950 8.892 21.577
H10 -22.191 11.235 20.531
H11 -19.760 10.407 22.149
H12 -20.370 12.000 21.716
C9 -25.510 12.752 6.074
C10 -25.340 11.362 6.640
C11 -24.346 10.467 5.849
O7 -23.320 10.239 6.820
C12 -23.503 10.911 7.959
O8 -22.826 10.864 8.973
O9 -24.680 11.596 7.885
H13 -24.622 13.286 5.736
H14 -26.069 13.380 6.768
H15 -26.148 12.688 5.193
H16 -26.264 10.812 6.818
H17 -23.968 10.952 4.949
H18 -24.733 9.486 5.576
C13 -27.674 7.371 14.901
C14 -26.326 6.928 15.432
C15 -25.922 5.576 14.798
O10 -24.638 5.818 14.300
C16 -24.273 7.067 14.397
O11 -23.251 7.565 13.999
O12 -25.339 7.791 14.936
H19 -27.778 7.279 13.820
H20 -27.982 8.362 15.233
H21 -28.406 6.659 15.282
H22 -26.231 6.914 16.517
H23 -26.625 5.256 14.029
H24 -25.826 4.829 15.586

- Energy: -124062.8114 eV
- Maximum force: 5.09 eV Å⁻¹
- LUMO energy (alpha / beta): -7.3220 / -7.0100 eV
- Energy relative to the best compared isomer or geometry (same formula, charge and spin): 177.4 kcal per mole
- Total charge: 0
- Expectation value of S²: 8.752
- Spin multiplicity: 6
- HOMO energy (alpha / beta): -11.17 / -11.17 eV
- Orbital gap (alpha / beta): 3.8488 / 4.1613 eV

[9]
Below is 2 unconnected molecules or ions with the total composition C8H9NO at a distorted geometry, with properties calculated with wB97M-V/def2-TZVPD.

Geometry (Å):
C1 -2.059 -1.634 0.894
C2 -1.320 -0.906 1.852
C3 -0.278 -0.071 1.474
C4 0.009 0.020 0.108
N1 0.966 0.751 -0.554
C5 0.868 0.519 -1.908
C6 -0.156 -0.369 -2.145
C7 -0.721 -0.704 -0.876
C8 -1.772 -1.542 -0.459
H1 -2.876 -2.284 1.233
H2 -1.575 -1.003 2.915
H3 0.295 0.494 2.220
H4 1.646 1.373 -0.111
H5 1.546 1.013 -2.604
H6 -0.463 -0.736 -3.125
H7 -2.354 -2.113 -1.194
O1 2.499 2.164 0.549
H8 3.372 1.920 0.932
H9 2.373 3.107 0.801

- Energy: -11979.2274 eV
- Maximum force: 4.58 eV Å⁻¹
- LUMO energy: 0.0449 eV
- Energy relative to the best compared isomer or geometry (same formula, charge and spin): 14.3 kcal per mole
- Total charge: 0
- SMILES: c1ccc2[nH]ccc2c1.O
- HOMO energy: -7.38 eV
- Orbital gap: 7.4271 eV

[10]
Below is a molecular structure, C19H23BrIrN5O3PS at a distorted geometry, with properties calculated with wB97M-V/def2-TZVPD.

Geometry (Å):
Ir1 1.420 -0.457 -0.665
C1 -0.149 3.347 -4.363
C2 0.753 2.217 -3.950
C3 1.839 1.807 -4.718
C4 2.650 0.746 -4.318
C5 2.314 0.145 -3.142
Br1 3.190 -1.309 -2.334
N1 1.291 0.509 -2.380
C6 0.514 1.536 -2.764
H1 0.154 3.769 -5.317
H2 -0.136 4.141 -3.615
H3 -1.182 3.008 -4.445
H4 2.067 2.318 -5.646
H5 3.496 0.412 -4.902
H6 -0.297 1.810 -2.102
C7 -2.580 -3.681 1.116
N2 -2.327 -2.311 1.801
C8 -3.380 -1.309 1.264
N3 -3.324 -1.266 -0.151
C9 -3.582 -2.579 -0.743
N4 -2.561 -3.520 -0.291
C10 -1.245 -3.283 -0.867
P1 -0.629 -1.630 -0.284
C11 -0.930 -1.827 1.536
C12 -2.137 -0.618 -0.688
H7 -3.555 -4.031 1.450
H8 -1.810 -4.371 1.456
H9 -2.452 -2.414 2.811
H10 -3.164 -0.337 1.704
H11 -4.355 -1.655 1.603
H12 -3.565 -2.509 -1.828
H13 -4.564 -2.932 -0.434
H14 -1.298 -3.281 -1.955
H15 -0.549 -4.069 -0.570
H16 -0.779 -0.861 2.022
H17 -0.211 -2.529 1.959
H18 -2.225 -0.513 -1.771
H19 -2.012 0.376 -0.255
O1 2.198 -1.109 1.434
C13 2.546 0.080 1.591
N5 2.640 0.811 0.451
S1 1.608 2.053 0.734
O2 1.773 3.176 -0.104
O3 0.338 1.232 0.538
C14 1.987 2.173 2.432
C15 1.773 3.187 3.339
C16 2.201 2.948 4.645
C17 2.789 1.739 5.007
C18 2.969 0.707 4.082
C19 2.566 0.939 2.787
H20 1.306 4.123 3.059
H21 2.070 3.722 5.389
H22 3.116 1.596 6.027
H23 3.428 -0.230 4.366

- Energy: -126646.2986 eV
- Maximum force: 4.00 eV Å⁻¹
- LUMO energy (alpha / beta): -11.0450 / -11.0428 eV
- Energy relative to the best compared isomer or geometry (same formula, charge and spin): 22.5 kcal per mole
- Total charge: +3
- HOMO energy (alpha / beta): -17.68 / -17.67 eV
- Orbital gap (alpha / beta): 6.6303 / 6.6319 eV

[11]
Below is a molecular structure, H2N2O3S2 at a distorted geometry, with properties calculated with wB97M-V/def2-TZVPD.

Geometry (Å):
N1 0.484 1.219 -0.236
N2 -1.806 0.491 0.473
O1 0.054 -1.039 -0.900
O2 2.326 -0.494 -0.401
O3 0.844 -0.564 1.494
S1 1.028 -0.298 0.117
S2 -0.971 1.659 0.012
H1 -2.671 0.597 0.871
H2 0.712 -1.571 -1.430

- Energy: -30823.0537 eV
- Maximum force: 2.96 eV Å⁻¹
- LUMO energy: -1.2531 eV
- Energy relative to the best compared isomer or geometry (same formula, charge and spin): 0.0 kcal per mole
- Total charge: 0
- HOMO energy: -10.80 eV
- Orbital gap: 9.5512 eV

- Number 3 is which compound?
  C16H16Br2IIrN2O3